# 1
75
Properties=species:S:1:pos:R:3:forces:R:3:lowdin_charge:R:1 method="wB97M-V/def2-TZVPD" e_lumo_ev=-9.34 relative_energy_kj_mol=192.10 homo_ha=-0.4611 e_tot_ev=-70529.692 charge=+2
Pb -1.8578 -0.4117 -1.4961 1.597 1.959 -0.068 1.698
C 3.7762 4.4492 -1.8799 0.058 0.163 -0.075 -0.033
C 2.8437 3.3136 -1.6191 -0.285 -0.127 0.022 -0.242
C 3.2996 2.0837 -1.1744 -0.267 0.086 -0.133 0.030
C 2.4376 1.0134 -0.9547 -0.756 -0.433 -0.252 -0.045
C 2.8336 -0.2687 -0.3285 0.469 0.218 0.148 -0.299
O 2.0999 -1.2337 -0.3630 0.249 -0.665 0.103 0.090
C 4.1279 -0.3229 0.3963 0.123 -0.335 0.150 -0.155
C 4.8058 -1.5432 0.3853 0.022 0.242 0.054 -0.013
C 5.9812 -1.6887 1.0974 -0.047 -0.119 -0.075 -0.060
C 6.4837 -0.6259 1.8308 0.021 0.037 0.054 -0.062
C 5.8029 0.5811 1.8607 0.030 0.036 0.085 -0.062
C 4.6257 0.7386 1.1498 0.011 -0.191 0.051 -0.045
C 1.0680 1.1036 -1.2982 0.916 1.584 0.001 -0.295
O 0.2792 0.0718 -1.2756 -1.764 -1.055 -0.252 -0.288
C 0.6036 2.4076 -1.6630 -0.279 -0.539 0.219 -0.125
C 1.4677 3.4654 -1.8143 0.272 0.069 -0.052 0.035
C -0.8469 2.3219 -1.9340 0.118 0.058 0.563 -0.249
N -1.6962 2.1453 -0.9763 -0.460 -0.422 -0.863 0.003
C -1.4074 2.5469 0.3807 0.140 0.139 0.567 -0.313
C -1.0102 1.3807 1.2672 0.084 0.125 0.260 -0.520
Te -1.1089 1.9288 3.3774 0.108 -0.801 -0.327 1.301
C -0.7653 -0.1119 3.9636 -0.146 0.855 -0.224 -0.548
C 0.5291 -0.5806 4.1317 0.040 0.086 -0.030 -0.132
C 0.7347 -1.8917 4.5260 0.104 -0.082 0.005 -0.067
C -0.3455 -2.7236 4.7694 0.017 -0.085 -0.001 -0.078
C -1.6357 -2.2487 4.6032 -0.025 -0.056 -0.007 -0.113
C -1.8507 -0.9450 4.1925 -0.095 0.064 -0.061 -0.158
C -1.2762 2.0094 -3.2984 -0.345 -0.197 -0.609 -0.215
C -2.6503 1.8939 -3.5962 0.318 0.078 0.021 -0.072
C -3.0645 1.6208 -4.8877 -0.085 -0.129 0.011 -0.054
C -2.1302 1.4456 -5.8972 0.074 0.035 0.066 -0.036
C -0.7757 1.5760 -5.6181 -0.075 -0.031 -0.119 -0.030
C -0.3466 1.8538 -4.3350 -0.089 -0.004 0.230 0.013
H 4.7954 4.1875 -1.6134 0.095 0.013 0.017 0.084
H 3.4868 5.3305 -1.3099 0.023 0.076 0.021 0.090
H 3.7603 4.7193 -2.9360 0.049 0.054 -0.019 0.092
H 4.3551 1.9456 -1.0046 0.103 0.000 0.043 0.125
H 4.4023 -2.3631 -0.1886 -0.058 -0.067 -0.033 0.117
H 6.4933 -2.6389 1.0856 0.112 -0.039 0.000 0.110
H 7.3985 -0.7434 2.3921 0.075 0.009 0.031 0.112
H 6.1799 1.4021 2.4512 0.059 0.056 0.063 0.110
H 4.0839 1.6693 1.2251 -0.046 0.060 -0.019 0.114
H 1.0778 4.4306 -2.1032 -0.057 0.130 -0.086 0.139
H -2.3305 2.9945 0.7640 0.118 0.038 -0.020 0.109
H -0.6213 3.3091 0.4040 -0.056 -0.032 -0.026 0.129
H -0.0055 1.0283 1.0478 -0.004 -0.002 0.041 0.045
H -1.7058 0.5443 1.1237 -0.192 -0.121 0.162 0.013
H 1.3738 0.0744 3.9685 0.025 0.018 -0.008 0.098
H 1.7413 -2.2561 4.6601 0.102 -0.049 0.026 0.114
H -0.1793 -3.7354 5.1060 0.031 -0.117 0.059 0.110
H -2.4832 -2.8818 4.8156 -0.115 -0.099 0.116 0.091
H -2.8594 -0.5749 4.0678 -0.045 0.064 0.054 0.089
H -3.3699 2.1182 -2.8253 -0.104 0.022 0.047 0.097
H -4.1181 1.5753 -5.1133 -0.123 -0.025 -0.033 0.117
H -2.4563 1.2313 -6.9034 -0.024 0.019 -0.091 0.121
H -0.0546 1.4768 -6.4135 0.098 -0.049 -0.072 0.121
H 0.7079 1.9542 -4.1286 0.091 0.014 0.034 0.130
O -4.3228 0.1797 -0.9809 0.094 -0.225 0.038 -0.152
H -4.4957 1.1168 -0.8479 -0.150 0.173 0.094 0.066
H -5.1445 -0.3033 -0.8412 -0.116 0.201 0.027 0.070
Cl -5.3927 -4.3429 3.5660 0.384 0.096 -0.489 0.861
C -4.4073 -4.0080 2.2194 0.080 -0.007 0.224 -0.589
C -3.0217 -4.2165 2.2854 0.253 -0.147 0.046 -0.058
C -2.2201 -3.8773 1.2280 0.077 -0.108 0.453 0.049
C -2.7794 -3.4005 0.0119 0.667 0.606 -0.937 -0.283
C -1.9713 -3.1162 -1.1025 -1.168 -2.259 1.168 0.038
C -4.1925 -3.2420 -0.0446 -0.530 -0.046 0.172 0.004
C -4.9836 -3.5056 1.0403 -0.173 0.208 -0.592 -0.046
H -2.5977 -4.6405 3.1803 0.080 0.002 0.087 0.119
H -1.1532 -4.0162 1.2986 0.198 0.026 0.071 0.145
H -2.4150 -3.1603 -2.0889 -0.102 0.482 -0.093 0.079
H -0.9226 -3.3694 -1.0503 0.417 0.487 0.047 0.104
H -4.6312 -2.9053 -0.9731 -0.146 0.046 -0.057 0.131
H -6.0503 -3.3438 1.0022 -0.076 -0.068 -0.029 0.127

***

# 2
37
Properties=species:S:1:pos:R:3:forces:R:3:lowdin_charge:R:1 method="wB97M-V/def2-TZVPD" e_lumo_ev=0.39 relative_energy_kj_mol=1192.41 homo_ha=-0.3381 e_tot_ev=-56346.112
C -1.7186 1.3385 -4.8600 5.335 7.190 -0.809 -0.055
H -2.1950 0.4825 -5.0318 -1.596 -3.728 0.237 -0.002
H -1.1942 1.6437 -5.9689 -1.466 -0.668 3.030 0.132
H -2.3719 2.1803 -4.5680 -0.240 -0.635 -0.633 0.061
C -0.4974 1.4869 -3.7022 -3.989 -9.234 -2.358 -0.142
C -1.1842 0.7822 -2.3568 -0.477 0.644 -0.903 -0.309
O -2.2611 0.0239 -2.2095 6.024 4.088 -0.810 -0.022
N -0.3018 1.2279 -1.3495 -5.384 -3.346 0.758 0.093
H 0.5330 1.7337 -1.4271 0.979 0.612 -0.530 0.114
C -0.7667 0.7726 -0.0378 8.557 -2.620 -2.921 -0.480
N 0.5073 -0.0276 0.5468 2.332 13.307 -3.316 -0.029
H 1.0902 0.7859 1.1677 -1.457 -1.742 -2.370 0.177
C 0.2236 -0.8730 1.4202 -3.117 -13.916 3.242 -0.416
C 1.5137 -1.5048 2.0484 4.285 5.731 0.414 -0.278
C 1.7690 -0.5288 3.4081 -9.078 -6.063 -2.693 -0.024
H 2.6216 -0.6369 3.7562 8.044 0.088 2.996 0.013
C 0.7452 -1.3299 4.4675 6.887 -4.003 -3.481 -0.032
H -0.2228 -1.0752 4.5740 -2.982 1.174 0.287 0.035
C 0.9405 -2.8480 3.6588 -6.150 -2.896 9.374 -0.306
H 1.3700 -3.6761 4.4108 0.133 2.048 -1.595 0.130
O 1.5935 -2.7374 2.5792 1.634 -1.239 -4.510 -0.089
H -0.2019 -3.4312 3.7455 2.335 1.872 -1.472 0.152
H 1.3472 -1.5366 5.3457 -0.641 0.525 0.561 0.080
H 1.1826 0.2481 3.3319 -1.460 5.347 -0.720 0.019
H 2.6366 -1.3081 1.3309 -3.953 -0.728 1.657 0.229
H 0.0011 -1.8546 0.5531 -0.498 1.412 2.788 0.206
H -0.7008 -0.8747 2.1460 1.996 0.318 -1.142 0.114
C -1.2589 1.8225 0.6531 -3.922 5.380 5.086 -1.471
Cl -2.8399 2.5086 0.0086 0.779 -0.453 -0.489 0.593
Cl -0.2117 3.1935 0.9341 0.913 0.466 -0.512 0.644
Cl -1.7549 1.3494 2.3231 -0.069 -0.352 0.337 0.617
H -1.4216 0.0343 -0.1225 -3.176 -3.029 -0.828 0.088
C 0.5408 0.2404 -4.2388 0.615 5.340 4.324 -0.027
H 0.0745 -0.6186 -4.2588 -2.859 -4.205 -0.931 0.014
H 0.9808 0.6221 -5.0640 0.963 0.652 -3.174 0.025
H 1.3751 0.0358 -3.5727 0.150 0.412 0.605 0.068
H 0.0571 2.3488 -3.6409 0.552 2.251 0.502 0.077

***

# 3
114
Properties=species:S:1:pos:R:3:forces:R:3:lowdin_charge:R:1 method="wB97M-V/def2-TZVPD" e_lumo_ev=2.70 relative_energy_kj_mol=92.38 homo_ha=-0.1155 e_tot_ev=-177121.937 charge=-1
Pd -0.2117 -0.3802 0.7908 0.477 -0.913 0.566 0.311
C -0.5899 -0.8234 5.5592 0.034 0.146 -0.208 -0.119
C -0.7318 -0.2673 4.1476 0.076 0.006 -0.096 -0.551
C -1.9169 -0.9042 3.4148 -0.079 0.257 -0.222 -0.149
P 0.7208 -0.4974 3.0042 -0.434 0.153 0.708 1.009
C 2.2186 0.2757 3.8128 -0.140 -0.077 -0.334 -0.533
C 3.3019 0.1764 2.7397 0.006 -0.094 0.030 -0.127
C 1.9736 1.7261 4.2018 -0.089 -0.093 -0.022 -0.116
C 1.0930 -2.2625 3.1790 -0.175 0.086 -0.543 -0.291
C 1.6974 -2.8403 4.2850 0.113 -0.313 -0.065 -0.075
C 2.0578 -4.1783 4.2970 0.126 -0.036 0.150 -0.300
C 2.6177 -4.8484 5.5190 -0.065 -0.011 -0.076 -0.072
C 1.8783 -4.9075 3.1211 -0.044 0.081 0.081 -0.058
C 1.2400 -4.3689 2.0324 0.082 -0.014 -0.148 -0.047
C 0.7350 -3.0483 2.0562 0.369 -0.168 0.558 -0.322
N 0.0026 -2.5008 1.0600 0.079 1.074 -0.236 -0.076
C -0.7553 -3.2580 0.2312 -0.366 -0.687 -0.424 -0.330
C -1.2654 -4.5074 0.6363 0.036 0.143 0.128 -0.047
C -1.9824 -5.3136 -0.2148 -0.039 0.111 -0.195 -0.064
C -2.2778 -4.8749 -1.4946 -0.202 -0.130 -0.058 -0.297
C -3.0268 -5.7407 -2.4670 -0.025 0.106 0.026 -0.068
C -1.8767 -3.5955 -1.8607 -0.017 -0.201 0.219 -0.085
C -1.0951 -2.7828 -1.0577 0.125 0.189 0.232 -0.215
P -0.4758 -1.0258 -1.5610 0.661 0.389 -0.363 0.925
C -0.7979 -1.3321 -3.4364 -0.001 -0.142 0.074 -0.498
C -0.1953 -2.5793 -4.0923 0.105 0.010 0.093 -0.113
C -2.2977 -1.1228 -3.7256 0.021 0.142 0.041 -0.121
C 1.4186 -1.0915 -1.5238 0.072 0.017 0.413 -0.489
C 2.1105 -0.2899 -2.6217 -0.196 0.034 0.186 -0.112
C 2.0094 -2.4988 -1.4459 -0.047 0.131 0.134 -0.093
H -1.4755 -0.5719 6.1419 -0.107 0.013 0.096 0.072
H 0.2751 -0.4007 6.0666 0.139 0.008 0.143 0.062
H -0.4933 -1.9074 5.5420 0.027 -0.077 0.024 0.065
H -0.8931 0.8173 4.1945 0.059 -0.146 -0.062 0.065
H -1.8206 -1.9923 3.4011 0.013 -0.019 -0.065 0.075
H -1.9551 -0.5482 2.3653 -0.154 -0.230 0.520 0.015
H -2.8591 -0.6470 3.8990 -0.084 0.004 0.127 0.073
H 2.5195 -0.2977 4.6958 -0.083 -0.024 -0.101 0.091
H 2.9999 0.7769 1.8797 0.110 0.040 -0.059 0.051
H 3.4134 -0.8558 2.4021 0.096 -0.016 -0.036 0.070
H 4.2681 0.5334 3.1022 0.013 0.033 0.027 0.077
H 1.4588 2.2396 3.3904 -0.033 0.164 0.019 0.037
H 2.9202 2.2376 4.3930 0.017 0.001 0.020 0.075
H 1.3610 1.7926 5.1001 -0.101 0.098 0.010 0.068
H 1.8907 -2.2404 5.1638 0.059 0.046 0.088 0.094
H 2.8645 -4.1225 6.2906 0.048 0.041 0.084 0.067
H 3.5153 -5.4167 5.2749 0.094 -0.047 0.065 0.069
H 1.8882 -5.5488 5.9336 0.046 -0.022 0.097 0.073
H 2.2442 -5.9262 3.0649 0.017 -0.081 0.023 0.107
H 1.1256 -4.9619 1.1340 -0.035 0.011 0.041 0.109
H -1.0989 -4.8347 1.6525 0.058 -0.023 0.000 0.104
H -2.3224 -6.2838 0.1248 -0.071 -0.082 0.015 0.102
H -3.1956 -6.7279 -2.0411 -0.080 -0.087 -0.031 0.064
H -2.4631 -5.8630 -3.3934 -0.036 -0.039 -0.080 0.071
H -3.9931 -5.2989 -2.7161 -0.087 -0.075 -0.090 0.073
H -2.1851 -3.2624 -2.8312 -0.004 0.041 -0.188 0.068
H -0.2856 -0.4878 -3.8944 0.050 -0.080 0.183 0.023
H -0.0536 -3.3906 -3.3835 0.039 -0.086 -0.125 0.049
H 0.7766 -2.3368 -4.5199 0.109 -0.074 -0.056 0.062
H -0.8264 -2.9498 -4.9015 -0.071 -0.039 -0.089 0.073
H -2.7802 -2.0028 -4.1492 0.040 -0.072 -0.019 0.064
H -2.4402 -0.3168 -4.4416 -0.113 0.106 -0.020 0.045
H -2.8375 -0.8657 -2.8123 -0.214 0.067 -0.092 0.075
H 1.6536 -0.5853 -0.5552 -0.021 -0.272 -0.581 0.064
H 1.9929 -0.7500 -3.5994 -0.033 -0.035 -0.164 0.063
H 3.1791 -0.2425 -2.4020 0.059 0.019 -0.009 0.080
H 1.7296 0.7267 -2.6611 0.045 0.122 -0.093 0.036
H 1.6823 -3.1268 -2.2701 0.030 -0.063 -0.059 0.061
H 1.7395 -2.9761 -0.5077 -0.035 -0.096 -0.019 0.052
H 3.0991 -2.4274 -1.4815 0.074 -0.016 -0.019 0.076
C 3.2616 4.8306 -0.3885 0.095 -0.138 0.124 -0.116
C 3.2046 3.3881 0.1020 -0.067 0.032 -0.248 -0.277
C 1.8509 2.7207 -0.1585 0.302 -0.106 0.270 -0.328
C 0.7020 3.2907 0.6671 -0.305 -0.381 -0.229 -0.346
Ge -0.7779 1.9156 1.0751 -0.245 1.477 0.419 0.779
C -2.5947 2.8459 0.8368 0.220 -0.468 -0.236 -0.367
C -2.9223 3.6663 -0.4046 0.059 0.131 0.129 -0.310
C -2.5730 5.1449 -0.2606 -0.120 -0.046 -0.268 -0.283
C -3.1059 5.9693 -1.4277 0.143 -0.017 0.210 -0.117
H 4.2128 5.2950 -0.1227 0.008 0.072 -0.045 0.062
H 2.4611 5.4116 0.0615 -0.098 0.147 0.033 0.063
H 3.1467 4.8776 -1.4719 -0.029 0.018 -0.066 0.065
H 3.4130 3.3657 1.1767 0.035 -0.082 0.002 0.096
H 3.9887 2.8106 -0.4024 0.021 0.006 0.118 0.101
H 1.9603 1.6495 0.0711 -0.072 0.103 -0.174 0.057
H 1.6232 2.8099 -1.2235 0.001 -0.147 -0.076 0.073
H 0.2961 4.1807 0.1895 -0.089 0.102 -0.026 0.022
H 1.0886 3.6126 1.6343 -0.032 0.014 0.170 0.036
H -0.8236 2.2416 2.6260 0.060 -0.233 0.114 -0.062
H -2.7323 3.4680 1.7204 0.066 0.053 0.127 0.033
H -3.3276 2.0390 0.9291 0.051 -0.106 0.042 0.040
H -3.9963 3.6020 -0.6128 -0.028 -0.020 -0.145 0.103
H -2.3969 3.2686 -1.2778 -0.097 -0.009 -0.140 0.060
H -1.4910 5.2577 -0.2007 0.096 0.053 0.113 0.081
H -2.9936 5.5274 0.6730 0.041 -0.021 0.076 0.104
H -2.7068 5.5929 -2.3669 0.023 -0.015 -0.173 0.055
H -2.8249 7.0183 -1.3318 -0.018 0.076 -0.055 0.063
H -4.1927 5.9064 -1.4702 -0.101 0.019 -0.056 0.066
C -0.0753 3.9538 -3.0908 -0.168 -0.544 -0.064 -0.212
Ge -0.7297 2.1148 -3.5753 -0.019 0.334 -0.312 0.837
C -2.5449 2.4505 -4.3608 0.462 -0.153 0.221 -0.227
C 0.4441 1.7066 -5.1543 -0.352 -0.040 0.497 -0.226
C -0.7607 0.9028 -1.9524 -0.165 0.587 -0.697 -0.442
H -0.5501 4.6894 -3.7365 -0.103 0.051 -0.119 0.008
H 0.9983 4.0260 -3.2396 0.195 -0.040 0.008 0.004
H -0.2944 4.2091 -2.0613 -0.057 0.051 0.239 -0.014
H -2.5568 3.4407 -4.8094 0.034 0.160 -0.034 0.004
H -3.3154 2.4106 -3.5987 -0.132 0.015 0.202 0.006
H -2.8064 1.7338 -5.1320 0.027 -0.164 -0.133 -0.006
H 0.3854 2.5523 -5.8347 -0.056 0.172 -0.066 0.010
H 0.1328 0.8199 -5.6948 -0.101 -0.217 -0.098 0.005
H 1.4814 1.5784 -4.8631 0.154 -0.008 0.099 0.001
H -1.7370 1.0819 -1.4967 0.072 0.078 0.030 -0.017
H -0.0189 1.3270 -1.2800 -0.056 -0.005 0.041 -0.079